1.
110
Properties=species:S:1:pos:R:3 method="wB97M-V/def2-TZVPD" e_above_lowest_kcal_mol=5.3 gap_ev=5.8 energy_ev=-81085.0945 multiplicity=1 fmax_ev_per_a=1.6 e_homo_ev=-9.12 total_charge=+1
Y 0.189 -0.172 0.113
C -3.407 4.304 -5.204
C -3.479 2.918 -5.168
C -2.750 2.209 -4.225
C -1.945 2.874 -3.301
C -1.871 4.264 -3.353
C -2.596 4.974 -4.299
C -1.176 2.108 -2.275
C -0.184 1.229 -2.768
C 0.229 1.087 -4.144
C 1.247 0.186 -4.177
C 1.489 -0.242 -2.822
N 0.596 0.398 -2.013
C 2.522 -1.104 -2.388
C 2.893 -1.402 -1.062
C 3.972 -2.274 -0.651
C 3.999 -2.279 0.705
C 2.930 -1.420 1.164
C 2.588 -1.178 2.509
C 3.435 -1.859 3.540
C 3.142 -3.155 3.949
C 3.926 -3.784 4.905
C 5.011 -3.121 5.460
C 5.309 -1.827 5.056
C 4.524 -1.198 4.099
C 1.542 -0.374 3.003
N 0.650 0.320 2.239
C -0.214 0.995 3.054
C -1.241 1.855 2.622
C -2.111 2.441 3.689
C -1.732 3.595 4.366
C -2.555 4.133 5.346
C -3.762 3.521 5.654
C -4.145 2.369 4.982
C -3.322 1.831 4.003
C -1.556 2.230 1.299
C -2.583 3.162 0.902
C -2.562 3.238 -0.454
C -1.521 2.354 -0.927
N -0.937 1.775 0.167
C 0.145 0.698 4.422
C 1.219 -0.133 4.391
N 2.304 -0.905 0.065
C 3.340 -1.735 -3.468
C 4.661 -1.349 -3.672
C 5.416 -1.930 -4.681
C 4.857 -2.905 -5.495
C 3.540 -3.295 -5.299
C 2.785 -2.711 -4.291
H -3.972 4.858 -5.941
H -4.102 2.388 -5.878
H -2.795 1.126 -4.207
H -1.234 4.788 -2.651
H -2.525 6.053 -4.331
H -0.180 1.631 -4.979
H 1.809 -0.130 -5.041
H 4.628 -2.810 -1.317
H 4.682 -2.815 1.344
H 2.293 -3.671 3.514
H 3.689 -4.793 5.218
H 5.623 -3.610 6.206
H 6.155 -1.305 5.485
H 4.755 -0.189 3.781
H -0.790 4.071 4.121
H -2.254 5.032 5.868
H -4.403 3.942 6.418
H -5.084 1.888 5.221
H -3.613 0.929 3.474
H -3.238 3.691 1.576
H -3.206 3.837 -1.076
H -0.356 1.086 5.294
H 1.753 -0.543 5.233
H 5.094 -0.583 -3.039
H 6.440 -1.617 -4.834
H 5.446 -3.357 -6.282
H 3.099 -4.054 -5.932
H 1.755 -3.012 -4.137
Te -3.183 -0.865 0.268
C -4.768 0.345 -0.384
C -5.825 0.628 0.475
C -6.833 1.487 0.059
C -6.779 2.068 -1.202
C -5.721 1.787 -2.055
C -4.714 0.924 -1.647
C -4.026 -2.754 -0.146
C -4.675 -2.997 -1.353
C -5.254 -4.238 -1.591
C -5.168 -5.244 -0.636
C -4.507 -5.006 0.562
C -3.944 -3.761 0.812
H -5.861 0.187 1.463
H -7.656 1.709 0.725
H -7.563 2.744 -1.517
H -5.670 2.244 -3.035
H -3.879 0.719 -2.305
H -4.751 -2.213 -2.098
H -5.781 -4.413 -2.521
H -5.633 -6.205 -0.817
H -4.451 -5.782 1.315
H -3.459 -3.569 1.762
N -0.790 -6.914 -0.975
C -0.976 -5.593 -0.903
N -1.886 -5.018 -1.702
N -0.218 -4.929 -0.041
C -0.313 -3.644 0.029
N -0.375 -2.487 0.133
H -1.285 -7.492 -1.630
H -0.045 -7.314 -0.433
H -2.540 -5.588 -2.213
H -2.201 -4.081 -1.495

***

2.
112
Properties=species:S:1:pos:R:3 method="wB97M-V/def2-TZVPD" gap_ev="6.2 / 6.9" energy_ev=-142542.8031 multiplicity=5 fmax_ev_per_a=2.0 e_homo_ev="-6.54 / -7.37"
Mn -0.493 -0.164 -0.110
C -3.814 -1.554 5.010
C -2.708 -0.924 5.554
C -1.743 -0.370 4.737
C -1.874 -0.410 3.348
C -2.964 -1.088 2.814
C -3.925 -1.650 3.636
P -0.570 0.290 2.245
C 0.786 -0.416 3.256
C 1.363 0.207 4.356
C 2.195 -0.508 5.200
C 2.473 -1.841 4.947
C 1.932 -2.458 3.832
C 1.093 -1.748 2.995
C -0.516 2.092 2.550
C -0.806 2.668 3.782
C -0.616 4.024 3.979
C -0.113 4.808 2.956
C 0.121 4.246 1.714
C -0.106 2.899 1.481
Si 0.127 2.114 -0.273
C 1.986 2.544 -0.552
C 2.426 3.804 -0.936
C 3.768 4.129 -0.908
C 4.697 3.191 -0.483
C 4.282 1.919 -0.143
C 2.926 1.591 -0.184
P 2.381 -0.116 0.219
C 3.251 -1.012 -1.124
C 3.822 -0.343 -2.202
C 4.434 -1.049 -3.220
C 4.470 -2.432 -3.188
C 3.880 -3.109 -2.134
C 3.267 -2.405 -1.113
C 3.566 -0.315 1.609
C 3.604 0.737 2.524
C 4.517 0.736 3.556
C 5.389 -0.330 3.710
C 5.316 -1.404 2.841
C 4.407 -1.403 1.798
C -0.754 3.129 -1.673
C -0.823 4.500 -1.865
C -1.263 5.026 -3.071
C -1.571 4.196 -4.135
C -1.552 2.825 -3.956
C -1.203 2.313 -2.713
P -1.164 0.538 -2.389
C 0.299 0.088 -3.472
C 0.339 -1.285 -4.158
C 1.254 -1.418 -5.271
C 2.166 -0.466 -5.552
C 2.150 0.801 -4.887
C 1.214 1.110 -3.974
C -2.686 -0.123 -3.143
C -3.756 0.704 -3.492
C -4.963 0.153 -3.871
C -5.140 -1.222 -3.879
C -4.104 -2.049 -3.486
C -2.889 -1.506 -3.113
H -4.564 -1.984 5.658
H -2.586 -0.865 6.626
H -0.870 0.061 5.202
H -3.067 -1.194 1.747
H -4.764 -2.168 3.195
H 1.168 1.253 4.549
H 2.624 -0.025 6.067
H 3.117 -2.398 5.613
H 2.152 -3.496 3.627
H 0.657 -2.234 2.132
H -1.202 2.067 4.586
H -0.859 4.467 4.934
H 0.077 5.860 3.120
H 0.494 4.864 0.913
H 1.704 4.534 -1.269
H 4.094 5.115 -1.207
H 5.744 3.451 -0.428
H 5.014 1.182 0.160
H 3.777 0.734 -2.264
H 4.883 -0.512 -4.043
H 4.939 -2.979 -3.992
H 3.893 -4.189 -2.117
H 2.778 -2.946 -0.312
H 2.926 1.572 2.400
H 4.552 1.569 4.242
H 6.119 -0.323 4.505
H 5.982 -2.244 2.968
H 4.381 -2.242 1.119
H -0.548 5.172 -1.068
H -1.334 6.096 -3.200
H -1.842 4.611 -5.095
H -1.774 2.156 -4.778
H -0.566 -1.886 -4.209
H 1.146 -2.295 -5.889
H 2.857 -0.594 -6.373
H 2.852 1.556 -5.213
H 1.117 2.109 -3.577
H -3.658 1.776 -3.416
H -5.784 0.803 -4.128
H -6.091 -1.651 -4.157
H -4.253 -3.117 -3.440
H -2.110 -2.159 -2.741
I -3.116 1.117 0.053
N -1.082 -4.176 0.256
C -0.760 -2.935 -0.193
O -1.118 -1.924 0.465
C -0.030 -2.758 -1.406
C 0.329 -1.429 -1.660
N 0.885 -1.060 -2.834
C 0.226 -3.825 -2.274
N 0.438 -4.705 -2.986
H -1.755 -4.258 1.000
H -0.926 -4.970 -0.342